[1]
Entry from the Open Molecules 2025 dataset: a single C4H13BBrN2O3P molecule (wB97M-V/def2-TZVPD).

```
25
Properties=species:S:1:pos:R:3:nbo_charge:R:1
H 1.9995 1.4180 -2.9429 0.327
N 1.1883 2.0127 -2.7881 -0.597
C 0.5043 1.5788 -1.8431 0.327
C -0.7253 2.3238 -1.4888 -0.680
C 0.9128 0.3014 -1.1273 -0.774
P 0.2739 0.1192 0.5873 0.848
Br 2.0863 1.4707 1.4181 -0.496
C -1.2794 -0.8223 -0.0179 -0.427
O -1.9434 -1.4490 1.0577 -0.311
O -3.3351 -1.2009 0.8550 -0.455
B 0.9497 -1.3247 1.6636 0.832
N 2.1522 -1.9855 1.1539 -1.137
O 0.3918 -1.7518 2.8021 -0.855
H -0.8449 2.4264 -0.4226 0.213
H -1.5974 1.8601 -1.9214 0.228
H -0.6379 3.2978 -1.9220 0.250
H 0.6198 -0.5297 -1.7438 0.252
H 1.9804 0.2918 -1.0911 0.276
H -0.5533 1.0938 1.1497 0.025
H -1.9535 -0.0868 -0.4306 0.212
H -1.0987 -1.5476 -0.8054 0.180
H -3.7082 -1.6045 1.6517 0.468
H 2.0362 -2.9872 1.2907 0.385
H 2.9000 -1.7258 1.7918 0.405
H -0.3180 -1.1786 3.1237 0.505
```

Calculated values
- structure (SMILES) = [H]/N=C(/C)C[PH](Br)(COO)B(N)O
- total charge = 0

---

[2]
Entry from the Open Molecules 2025 dataset: 2 unconnected molecules or ions with the total composition C2H3N2O4 (wB97M-V/def2-TZVPD).

```
11
Properties=species:S:1:pos:R:3:nbo_charge:R:1
C -1.7945 -0.6882 0.4451 0.361
C 2.2511 0.3247 0.7202 -0.182
N 2.8031 0.0988 -0.3314 0.137
N -1.0077 0.3245 0.2133 0.192
O 3.5695 -0.1515 -1.2016 -0.460
O -0.3082 1.0449 1.0136 -0.614
O -2.2946 -1.3892 -0.4961 -0.783
O -0.9448 0.6763 -1.0999 -0.581
H -1.7957 -0.9959 1.4761 0.123
H 1.0748 0.6386 0.8220 0.319
H -1.5530 0.1170 -1.5613 0.488
```

Calculated values
- energy relative to the best compared isomer or geometry (same formula, charge and spin) (kJ/mol) = 381.5
- total charge = -1

---

[3]
Entry from the Open Molecules 2025 dataset: 13 unconnected molecules or ions with the total composition C21H68N6O13 (wB97M-V/def2-TZVPD).

```
108
Properties=species:S:1:pos:R:3:mulliken_charge:R:1
C -2.7652 3.0753 -1.0652 -1.200
O -2.3513 1.7411 -1.0071 -0.052
H -2.0643 3.7472 -0.5739 0.391
H -3.7489 3.1524 -0.7410 0.429
H -2.7521 3.4152 -2.0893 0.325
H -3.0291 1.1932 -1.5174 0.125
C 3.6769 -1.4062 2.0259 -0.093
O 2.7237 -2.2489 2.6269 -0.717
H 3.8115 -1.5429 0.9197 -0.094
H 4.5988 -1.5951 2.5559 0.490
H 3.5322 -0.3227 2.1395 -0.188
H 1.9062 -2.0448 2.2272 0.007
C 1.6460 1.1250 3.2861 -0.701
O 0.8436 1.4988 4.3715 -0.707
H 2.6118 1.6808 3.4077 0.260
H 1.2097 1.2311 2.2985 0.324
H 1.8131 0.0906 3.3795 0.339
H 0.1042 0.8583 4.2537 0.268
C -4.1308 1.5169 1.9407 -0.428
O -4.6376 2.7762 1.5720 -0.617
H -3.1186 1.5364 2.3705 -0.074
H -4.1664 0.9618 1.0563 0.139
H -4.7484 1.0369 2.6338 0.541
H -4.1503 3.4748 2.0467 0.364
C -0.8502 3.1836 1.6966 0.204
O 0.0877 2.8871 0.6952 -0.618
H -0.7576 2.4791 2.5510 -0.172
H -1.9000 3.2765 1.3206 -0.343
H -0.7561 4.1344 2.1614 0.592
H 0.0117 1.9782 0.3828 0.108
C -1.1249 -3.3115 2.9286 0.151
O -1.7022 -3.4514 4.2201 -0.601
H -0.0646 -3.1632 2.9163 0.258
H -1.5889 -2.4804 2.4401 -0.493
H -1.4457 -4.2459 2.4577 0.380
H -1.7088 -4.4172 4.4256 0.342
C -2.1886 -0.0640 4.5518 0.297
O -1.3015 -0.0541 3.5201 -0.532
N -2.5618 0.9564 5.2211 -0.320
N -2.7212 -1.1101 5.0439 -0.402
H -2.1097 1.9068 5.0950 0.305
H -3.3621 0.9916 5.8361 0.160
H -2.3171 -2.0251 4.7614 0.320
H -3.5292 -1.1312 5.6648 0.168
C -0.1199 -0.2620 0.5197 -1.444
O 0.6314 -1.1139 1.3146 0.912
N -1.3258 0.1077 0.8443 2.797
N 0.2397 0.2570 -0.6628 1.245
H -1.7127 -0.3087 1.7156 -0.459
H -1.8636 0.8374 0.4183 -0.261
H 1.0687 -0.0815 -1.1153 -0.169
H -0.3854 0.6474 -1.3240 -0.241
C 2.5195 -0.3205 -3.7802 -0.601
O 1.8800 -0.2225 -2.5614 -0.749
N 3.7895 -0.1084 -3.7872 -0.187
N 1.8892 -0.4678 -4.8951 -0.262
H 4.2759 -0.0392 -2.8521 0.295
H 4.4502 0.0384 -4.5015 0.180
H 0.9296 -0.6184 -4.9342 0.269
H 2.3635 -0.6466 -5.8398 0.227
C 3.3537 1.6787 0.3660 -0.165
C 3.2879 2.9580 -0.4186 -0.861
C 2.7765 2.7320 -1.7681 0.022
O 2.4731 3.7226 0.1158 -0.555
H 4.0150 1.8284 1.2372 0.467
H 3.8171 0.8064 -0.1511 0.154
H 2.3449 1.2411 0.6086 -0.314
H 4.2240 3.4395 -0.5405 0.544
H 3.5205 2.1384 -2.3427 0.159
H 2.7339 3.6453 -2.3660 0.346
H 1.8029 2.1986 -1.8036 -0.325
H 1.6540 3.2185 0.2230 0.462
C 1.3233 -4.4081 0.4551 -0.892
C 2.5132 -4.0403 -0.4354 -0.168
C 2.0963 -2.7379 -1.1346 -0.805
O 3.5535 -3.9435 0.1958 -0.484
H 0.3510 -4.2443 -0.0627 0.092
H 1.4087 -3.7035 1.3152 0.003
H 1.3539 -5.4282 0.8123 0.483
H 2.6308 -4.8146 -1.1518 0.473
H 1.1237 -2.8389 -1.5874 0.451
H 2.9042 -2.4043 -1.7501 0.411
H 2.1162 -1.8943 -0.4906 -0.180
H 4.2652 -3.6409 -0.4055 0.442
C -1.9519 -3.1344 -0.4036 -0.835
C -3.0504 -2.2445 -0.9605 0.511
C -4.2761 -2.1908 -0.0299 -1.389
O -2.6917 -1.0898 -1.1665 -0.477
H -1.2935 -3.4179 -1.1815 0.421
H -2.4620 -3.9608 0.1431 0.328
H -1.3913 -2.5556 0.2909 -0.236
H -3.3887 -2.7369 -1.8465 0.488
H -4.1220 -1.6237 0.8824 0.068
H -4.7351 -3.1736 0.0951 0.495
H -5.1506 -1.7033 -0.4876 0.363
H -2.1402 -0.7842 -0.3839 -0.281
C 0.0461 2.0352 -6.2161 -1.407
C 0.3726 2.4892 -4.8124 0.151
C -0.4626 1.7241 -3.7915 -0.213
O 1.5699 2.4784 -4.5031 -0.456
H 0.6354 2.5854 -6.9820 0.322
H -0.9937 2.1071 -6.4615 0.396
H 0.3825 0.9855 -6.3560 0.221
H 0.0504 3.5349 -4.7177 0.487
H -0.1731 2.0965 -2.8042 -0.216
H -0.2311 0.6606 -3.7062 -0.144
H -1.5588 1.8363 -3.7999 0.588
H 1.8186 1.5848 -4.2886 0.567
```

Calculated values
- energy relative to the best compared isomer or geometry (same formula, charge and spin) (kJ/mol) = 711.3
- total charge = 0

---

Number 1: gap between HOMO and LUMO 9.19 eV, HOMO level -8.948 eV. Number 2: gap between HOMO and LUMO 7.69 eV, HOMO level -3.628 eV. Number 3: gap between HOMO and LUMO 8.54 eV, HOMO level -8.431 eV.